# C40H30N5O6SZr

A structure of composition C40H30N5O6SZr (the ωB97M-V functional and the def2-TZVPD basis, the OMol25 dataset).

Structure (XYZ):
```
83
C40H30N5O6SZr | the OMol25 dataset | the ωB97M-V functional and the def2-TZVPD basis
Zr -0.25150 -0.51360 -0.08200
S -2.93700 2.49720 -2.35530
C -3.28160 2.77660 -0.66640
C -4.17590 3.66330 -0.08700
C -4.23050 3.72670 1.29260
C -3.41640 2.91270 2.08190
C -2.52920 2.02500 1.51370
C -2.44960 1.95870 0.12180
N -1.59050 1.17130 -0.59850
C -1.71020 1.34200 -1.89850
C -0.78960 0.70510 -2.81400
C -0.95310 0.75860 -4.20480
C 0.02510 0.22930 -5.02120
C 1.17370 -0.30690 -4.45430
C 1.30680 -0.38410 -3.07250
C 0.33150 0.08500 -2.18800
H -4.78870 4.30150 -0.70200
H -4.89140 4.43340 1.76970
H -3.47210 2.99340 3.15780
H -1.85970 1.41480 2.10040
H -1.84580 1.19250 -4.63700
H -0.09540 0.24600 -6.09480
H 1.96850 -0.66650 -5.09430
H 2.22050 -0.81310 -2.66870
C 3.63470 -1.93510 1.22830
C 2.31060 -1.23060 1.36860
O 1.74070 -0.91710 0.29020
C 1.78040 -0.95400 2.67200
C 2.46890 -1.33640 3.84960
C 2.00030 -1.01760 5.09470
C 0.81470 -0.28310 5.22470
C 0.09820 0.07870 4.11670
C 0.53400 -0.25270 2.80800
O -0.19150 0.10090 1.79600
H 3.96220 -1.88030 0.19030
H 3.49140 -2.98370 1.48970
H 4.40470 -1.51970 1.87010
H 3.38110 -1.90550 3.77350
H 2.54260 -1.32690 5.97450
H 0.45500 -0.01720 6.20770
H -0.81860 0.64390 4.21890
N 1.25100 1.77820 -0.04510
C 1.72830 2.46070 1.10100
C 1.05790 3.58220 1.58230
C 1.53430 4.26420 2.68840
C 2.67970 3.83260 3.33710
C 3.33820 2.70560 2.87640
C 2.87820 2.03350 1.75850
H 2.01460 1.44570 -0.63540
H 0.63340 2.38970 -0.57660
H 0.16060 3.92180 1.08250
H 1.01750 5.14710 3.03560
H 3.05650 4.36750 4.19680
H 4.22870 2.35520 3.37720
H 3.41370 1.17240 1.38550
N -6.94110 -3.97880 1.83620
C -6.00450 -3.35720 1.62560
C -4.83720 -2.60370 1.33740
C -3.78950 -2.51380 2.25370
C -2.66930 -1.77420 1.90630
N -2.53400 -1.15540 0.73170
C -3.54430 -1.24490 -0.13760
C -4.70970 -1.94670 0.11350
H -3.85930 -3.00530 3.21020
H -1.84650 -1.66660 2.60680
H -3.42380 -0.73650 -1.08830
H -5.49630 -1.99070 -0.62200
O -1.05220 -1.99590 -1.45750
C -0.30880 -2.82440 -0.86330
O -0.07060 -2.65900 0.36410
C 0.44490 -3.83040 -1.67860
C -0.11440 -4.87880 -2.40150
C 0.68320 -5.62420 -3.25510
C 2.02440 -5.30170 -3.39990
C 2.59670 -4.26930 -2.66970
C 1.80630 -3.54490 -1.80130
N 2.85720 -6.05070 -4.32430
O 2.32970 -6.93050 -4.96060
O 4.02250 -5.73260 -4.38860
H -1.16080 -5.12290 -2.29430
H 0.27230 -6.44020 -3.82870
H 3.64350 -4.04620 -2.80580
H 2.22820 -2.74040 -1.21510
```

Properties
Energy = -73815.38456 eV
Spin multiplicity = 1
ΔE to the lowest compared entry with this formula, charge and spin = 110.84 kJ/mol
Charge = +1
Lowest unoccupied orbital energy = -3.482 eV

# C40H30N5O6SZr

A structure of composition C40H30N5O6SZr (the ωB97M-V functional and the def2-TZVPD basis, the OMol25 dataset).

Structure (XYZ):
```
83
C40H30N5O6SZr | the OMol25 dataset | the ωB97M-V functional and the def2-TZVPD basis
Zr -0.26338 0.18528 0.16186
S 1.00416 -3.59578 -2.52505
C 0.68239 -4.28062 -0.96456
C 0.73272 -5.61679 -0.58990
C 0.43528 -5.93666 0.71950
C 0.09843 -4.93521 1.63144
C 0.05410 -3.60554 1.25724
C 0.34844 -3.26384 -0.06564
N 0.31877 -1.98401 -0.64347
C 0.67810 -2.02232 -1.90692
C 0.75863 -0.81428 -2.71187
C 1.12082 -0.84662 -4.05975
C 1.22701 0.33868 -4.76008
C 0.99242 1.54154 -4.10318
C 0.61235 1.54942 -2.76997
C 0.45567 0.37379 -2.03260
H 1.00254 -6.38326 -1.30544
H 0.46993 -6.96858 1.04236
H -0.12301 -5.20424 2.65606
H -0.16672 -2.83112 1.97627
H 1.32274 -1.78958 -4.55759
H 1.50383 0.33254 -5.80663
H 1.10712 2.47503 -4.64093
H 0.43751 2.50694 -2.29027
C -2.17812 2.83606 3.29479
C -1.29385 1.75484 2.74800
O -1.58918 1.31944 1.60264
C -0.22292 1.22341 3.54060
C 0.18415 1.86395 4.73403
C 1.13482 1.31388 5.54627
C 1.69058 0.06784 5.20366
C 1.30757 -0.58750 4.06049
C 0.36000 -0.02300 3.18680
O 0.02699 -0.66062 2.09366
H -2.98207 3.02908 2.58847
H -1.59930 3.75190 3.43869
H -2.59829 2.55390 4.25993
H -0.25382 2.81599 5.00460
H 1.44815 1.82159 6.44834
H 2.43607 -0.37945 5.85057
H 1.73969 -1.54131 3.78287
N -2.22279 -1.26285 0.53290
C -3.45024 -1.20995 -0.21797
C -3.65430 -2.09425 -1.26574
C -4.80349 -1.99335 -2.03806
C -5.75092 -1.01734 -1.76082
C -5.54648 -0.14315 -0.69966
C -4.39765 -0.23615 0.07100
H -1.85074 -2.20873 0.53414
H -2.37836 -1.01190 1.50508
H -2.91267 -2.86023 -1.47882
H -4.96190 -2.68680 -2.85472
H -6.64947 -0.94627 -2.36009
H -6.28710 0.61295 -0.46962
H -4.22279 0.45530 0.88859
N -5.19963 4.48700 -4.07023
C -4.49512 3.83202 -3.44254
C -3.60814 3.02079 -2.65137
C -3.41882 1.67769 -2.94629
C -2.55712 0.95085 -2.15843
N -1.91667 1.46428 -1.10074
C -2.09581 2.76145 -0.83042
C -2.92085 3.57648 -1.57911
H -3.92731 1.21255 -3.77860
H -2.36341 -0.08608 -2.38840
H -1.55018 3.15675 0.01235
H -3.03013 4.62293 -1.33423
O 1.93651 0.28326 0.54958
C 1.80926 1.50141 0.84482
O 0.71839 2.09235 0.50648
C 2.81197 2.20886 1.67597
C 3.85671 1.49144 2.24370
C 4.74653 2.12987 3.08703
C 4.57305 3.47926 3.33497
C 3.55249 4.21660 2.76295
C 2.66157 3.56790 1.92789
N 5.50613 4.15684 4.25975
O 6.38545 3.48782 4.75749
O 5.30589 5.32913 4.49332
H 3.95298 0.43482 2.02703
H 5.56719 1.60514 3.55420
H 3.46989 5.27126 2.98010
H 1.84355 4.10342 1.46544
```

Properties
Energy = -73816.53331 eV
Spin multiplicity = 1
ΔE to the lowest compared entry with this formula, charge and spin = 0.00 kJ/mol
Charge = +1
Lowest unoccupied orbital energy = -3.225 eV

# C40H30O3P2PtS

A structure of composition C40H30O3P2PtS (the ωB97M-V functional and the def2-TZVPD basis, the OMol25 dataset).

Structure (XYZ):
```
77
C40H30O3P2PtS | the OMol25 dataset | the ωB97M-V functional and the def2-TZVPD basis
Pt 0.15774 -0.08161 0.52593
C 6.29924 0.09351 -2.44258
C 6.14219 1.08711 -1.48607
C 4.90626 1.29532 -0.89185
C 3.81779 0.50803 -1.25720
C 3.98208 -0.49320 -2.21302
C 5.21795 -0.69694 -2.80606
P 2.14766 0.78507 -0.59420
C 2.45310 1.77766 0.92397
C 1.88525 3.03244 1.13257
C 2.04208 3.67330 2.35338
C 2.77421 3.07516 3.36762
C 3.34983 1.82872 3.16059
C 3.18664 1.17799 1.94955
C 1.36167 1.93744 -1.73847
C 2.03031 2.75215 -2.61489
C 1.31472 3.65515 -3.42347
C -0.04676 3.73329 -3.32674
C -0.77009 2.90462 -2.43554
C -2.17788 2.98211 -2.31539
C -2.83580 2.15758 -1.44841
C -2.13143 1.20151 -0.68641
C -0.76307 1.07911 -0.76648
C -0.05838 1.96474 -1.64548
H 7.26687 -0.06667 -2.90049
H 6.98417 1.70384 -1.19933
H 4.78844 2.06920 -0.14430
H 3.13832 -1.11850 -2.48118
H 5.33814 -1.47773 -3.54626
H 1.30923 3.50389 0.34497
H 1.58566 4.64237 2.50874
H 2.88909 3.57297 4.32150
H 3.91023 1.35106 3.95381
H 3.60632 0.18818 1.81060
H 3.11122 2.70955 -2.67691
H 1.85061 4.29737 -4.11043
H -0.59862 4.43690 -3.93937
H -2.71592 3.70797 -2.91339
H -3.91216 2.22193 -1.34554
H -2.68503 0.54829 -0.02144
O 0.88673 -1.04620 2.30377
S -0.35494 -1.35089 3.08637
O -0.16136 -1.36059 4.50560
O -1.46250 -0.53960 2.59424
C -0.70343 -3.04578 2.61173
C -0.76773 -3.99957 3.62050
C -0.98035 -5.33089 3.31044
C -1.11203 -5.71983 1.98293
C -1.04302 -4.76967 0.98035
C -0.85922 -3.41448 1.27765
P -0.76990 -2.23718 -0.10863
C 0.48816 -2.99955 -1.18305
C 0.48116 -2.76375 -2.55874
C 1.49771 -3.25497 -3.36324
C 2.55608 -3.95771 -2.80427
C 2.58934 -4.16425 -1.43367
C 1.56369 -3.69149 -0.62766
C -2.36017 -2.38694 -0.97810
C -3.44415 -3.11292 -0.48114
C -4.64856 -3.13662 -1.16766
C -4.79151 -2.44128 -2.35895
C -3.72906 -1.69955 -2.85103
C -2.52889 -1.65858 -2.15872
H -0.63744 -3.67430 4.64338
H -1.02955 -6.06446 4.10430
H -1.26435 -6.75963 1.72425
H -1.13192 -5.07944 -0.05417
H -0.32824 -2.21073 -3.01613
H 1.46286 -3.08246 -4.43186
H 3.35236 -4.33624 -3.43211
H 3.41584 -4.69919 -0.98376
H 1.60956 -3.85665 0.44109
H -3.36225 -3.64617 0.45379
H -5.47999 -3.70010 -0.76425
H -5.73277 -2.46478 -2.89270
H -3.83633 -1.13088 -3.76584
H -1.73026 -1.02915 -2.52699
```

Properties
Energy = -80770.04728 eV
Spin multiplicity = 1
Lowest unoccupied orbital energy (spin up / spin down) = -0.317 / -0.318 eV

Number 1: F_max 0.032 Eh/bohr. Number 2: F_max 0.010 Eh/bohr. Number 3: F_max 0.030 Eh/bohr.